# C27H45AuClOPS

C27H45AuClOPS as an isolated structure (ωB97M-V/def2-TZVPD, OMol25).

```
77
C27H45AuClOPS | OMol25 | ωB97M-V/def2-TZVPD
Au 9.997 -13.970 6.270
C 14.259 -18.378 6.496
C 13.631 -17.237 7.194
C 12.497 -17.425 7.983
C 11.859 -16.355 8.607
C 12.375 -15.092 8.461
C 13.545 -14.862 7.737
C 14.136 -15.931 7.085
S 11.650 -13.789 9.419
C 12.728 -13.805 10.889
O 10.345 -14.235 9.961
H 13.773 -19.327 6.770
H 15.349 -18.457 6.751
H 14.236 -18.266 5.386
H 12.109 -18.447 8.115
H 11.010 -16.502 9.277
H 13.962 -13.859 7.691
H 15.042 -15.745 6.486
H 12.689 -14.817 11.342
H 12.341 -13.034 11.569
H 13.758 -13.543 10.569
C 8.778 -20.049 5.639
C 9.998 -19.212 6.028
C 9.727 -17.717 5.828
C 8.470 -17.295 6.612
C 7.242 -18.112 6.169
C 7.506 -19.599 6.341
P 8.168 -15.450 6.634
C 7.629 -15.100 8.398
C 7.313 -13.610 8.654
C 5.948 -13.382 9.311
C 4.818 -14.131 8.615
C 5.123 -15.621 8.407
C 6.504 -16.031 8.876
C 7.013 -14.980 5.236
C 7.535 -15.463 3.861
C 6.451 -15.343 2.793
C 5.604 -14.083 2.964
C 6.299 -13.007 3.810
C 6.669 -13.485 5.208
H 8.987 -21.114 5.864
H 8.628 -20.022 4.528
H 10.866 -19.530 5.436
H 10.267 -19.389 7.093
H 9.613 -17.519 4.733
H 10.594 -17.111 6.147
H 8.658 -17.560 7.671
H 6.977 -17.889 5.111
H 6.348 -17.788 6.761
H 6.627 -20.157 5.980
H 7.569 -19.853 7.431
H 8.548 -15.355 8.953
H 7.355 -13.030 7.713
H 8.112 -13.165 9.301
H 5.735 -12.296 9.324
H 6.006 -13.681 10.377
H 4.594 -13.636 7.643
H 3.888 -13.972 9.200
H 4.963 -15.903 7.340
H 4.394 -16.228 8.974
H 6.687 -17.087 8.590
H 6.531 -16.028 9.999
H 6.070 -15.545 5.429
H 7.875 -16.519 3.920
H 8.429 -14.876 3.569
H 5.774 -16.223 2.810
H 6.920 -15.399 1.792
H 4.628 -14.356 3.459
H 5.341 -13.660 1.967
H 5.659 -12.106 3.866
H 7.198 -12.666 3.249
H 5.801 -13.317 5.887
H 7.493 -12.881 5.631
Cl 10.348 -10.799 6.028
C 11.226 -12.361 5.943
H 11.999 -12.277 6.712
H 11.634 -12.408 4.915
```

Its multiplicity is 1. For the total energy, the calculation gives -2466.460345 Eh. Its orbital gap is 8.19 eV.